# 1
C35H35FeN7S3Se | ωB97M-V/def2-TZVPD

Values from the calculation:
DFT total energy ... -179527.750 eV
Highest occupied orbital energy (alpha / beta) ... -9.267 / -9.659 eV
Frontier orbital gap (alpha / beta) ... 5.21 / 5.52 eV
Total charge ... +1
Multiplicity ... 6
Lowest unoccupied orbital energy (alpha / beta) ... -4.1 / -4.1 eV

```
82
C35H35FeN7S3Se | the Open Molecules 2025 dataset | ωB97M-V/def2-TZVPD
Fe 0.34 0.37 0.07
S 2.62 0.03 -0.15
C 3.33 1.55 -0.30
N 4.63 1.69 -0.39
C 5.20 3.01 -0.72
C 4.50 4.05 0.08
N 3.06 3.99 -0.20
C 2.39 5.30 -0.24
C 2.72 6.03 -1.51
C 3.44 7.22 -1.47
C 3.77 7.89 -2.64
C 3.39 7.36 -3.87
C 2.68 6.16 -3.92
C 2.34 5.50 -2.75
C 2.45 2.84 -0.36
S 0.82 2.70 -0.64
C 5.59 0.57 -0.51
C 6.08 0.43 -1.93
C 7.38 0.79 -2.25
C 7.84 0.66 -3.56
C 6.99 0.19 -4.55
C 5.68 -0.16 -4.23
C 5.23 -0.04 -2.92
H 5.10 3.19 -1.79
H 6.26 2.99 -0.48
H 4.86 5.04 -0.21
H 4.67 3.91 1.15
H 2.73 5.87 0.63
H 1.32 5.14 -0.14
H 3.73 7.64 -0.51
H 4.32 8.81 -2.60
H 3.65 7.87 -4.78
H 2.37 5.75 -4.87
H 1.77 4.58 -2.79
H 5.10 -0.34 -0.17
H 6.42 0.79 0.16
H 8.06 1.14 -1.48
H 8.86 0.93 -3.80
H 7.34 0.09 -5.56
H 5.01 -0.53 -5.00
H 4.21 -0.33 -2.68
Se -3.97 2.30 -0.23
C -2.50 1.36 -0.13
N -1.49 0.76 -0.04
S -2.91 -2.04 0.62
C -2.24 -3.02 1.76
N -2.54 -2.81 3.10
C -2.08 -3.57 4.11
C -1.23 -4.59 3.85
C -0.92 -4.79 2.48
N -1.37 -4.06 1.50
H -3.20 -2.06 3.28
H -2.41 -3.31 5.11
H -0.85 -5.22 4.63
H -0.25 -5.60 2.19
N -0.40 2.60 2.61
C -0.06 1.40 3.15
C -0.14 1.21 4.55
C 0.19 -0.01 5.08
C 0.61 -1.04 4.23
C 0.69 -0.76 2.89
N 0.36 0.43 2.34
H -0.90 3.26 3.17
H -0.49 2.67 1.61
H -0.46 2.03 5.17
H 0.12 -0.17 6.15
H 0.89 -2.02 4.60
H 1.04 -1.52 2.20
C 0.37 -2.58 -0.60
C 1.15 -3.75 -0.57
C 0.83 -4.85 -1.39
C 1.53 -6.04 -1.27
C 2.57 -6.16 -0.35
C 2.93 -5.07 0.43
C 2.23 -3.89 0.33
H 0.57 -1.82 0.15
H -0.48 -2.45 -1.26
H 0.01 -4.76 -2.09
H 1.26 -6.89 -1.90
H 3.10 -7.10 -0.25
H 3.75 -5.16 1.13
H 2.51 -3.03 0.95
```

=====

# 2
C9H20F8N5NaO16S8 | ωB97M-V/def2-TZVPD

Values from the calculation:
DFT total energy ... -162698.319 eV
Highest occupied orbital energy ... -5.071 eV
Frontier orbital gap ... 5.31 eV
Total charge ... -2
Lowest unoccupied orbital energy ... 0.2 eV

```
67
C9H20F8N5NaO16S8 | the Open Molecules 2025 dataset | ωB97M-V/def2-TZVPD
Na -3.06 -2.07 -1.44
C 4.98 6.26 -2.84
C 4.14 5.11 -2.25
C 3.75 5.18 -0.80
N 3.21 3.84 -0.12
C 1.79 3.65 -0.64
C 0.66 4.47 0.00
C 0.87 4.52 1.51
C 2.27 4.97 1.90
C 3.37 4.06 1.40
C 3.99 2.56 -0.51
H 4.44 7.20 -2.75
H 5.20 6.19 -3.91
H 5.97 6.41 -2.40
H 4.68 4.17 -2.36
H 3.16 5.14 -2.74
H 2.99 5.94 -0.61
H 4.67 5.46 -0.29
H 1.80 3.84 -1.72
H 1.53 2.59 -0.57
H 0.60 5.53 -0.28
H -0.31 4.03 -0.21
H 0.06 5.17 1.86
H 0.69 3.53 1.92
H 2.54 5.97 1.57
H 2.42 5.03 2.98
H 4.42 4.32 1.50
H 3.23 3.07 1.84
H 3.58 1.78 0.14
H 4.96 2.70 -0.04
H 3.94 2.20 -1.54
N 2.96 -3.34 4.92
S 2.07 -3.69 5.99
O 2.22 -4.99 6.61
O 0.75 -3.11 5.86
F 2.68 -2.76 7.12
S 2.20 -4.35 3.77
O 1.42 -3.76 2.72
O 1.98 -5.79 4.05
F 3.62 -4.41 2.92
N -0.39 -2.41 -5.80
S 0.00 -1.48 -6.96
O -0.76 -1.68 -8.18
O 1.41 -1.03 -7.10
F -0.74 -0.17 -6.33
S 0.40 -3.76 -6.46
O 1.81 -3.80 -6.28
O -0.19 -4.48 -7.60
F 0.12 -4.75 -5.21
N -5.62 -9.98 2.54
S -4.20 -10.46 2.22
O -3.16 -10.61 3.25
O -3.78 -10.16 0.84
F -4.67 -12.01 2.02
S -4.95 -8.51 2.91
O -4.29 -7.75 1.87
O -4.57 -8.31 4.29
F -6.42 -7.82 2.94
N -6.50 0.75 0.42
S -7.26 1.33 1.66
O -8.31 0.47 2.23
O -7.41 2.77 1.79
F -6.11 1.08 2.70
S -7.55 1.52 -0.67
O -7.06 2.79 -1.20
O -8.99 1.26 -0.59
F -7.28 0.55 -1.87
```

=====

# 3
C3H7NO2 | ωB97M-V/def2-TZVPD

Values from the calculation:
DFT total energy ... -8809.171 eV
Highest occupied orbital energy ... -10.184 eV
Frontier orbital gap ... 11.00 eV
Total charge ... 0
Structure (SMILES) ... O=C1NCCO1.[H][H]
Lowest unoccupied orbital energy ... 0.8 eV

```
13
C3H7NO2 | the Open Molecules 2025 dataset | ωB97M-V/def2-TZVPD
O 1.60 1.21 1.47
C 0.75 0.77 0.74
N 0.62 0.94 -0.62
C -0.71 0.57 -1.05
C -1.05 -0.45 0.05
O -0.28 -0.01 1.17
H 1.13 1.70 -1.03
H -1.40 1.43 -1.04
H -0.71 0.12 -2.05
H -2.10 -0.46 0.32
H -0.71 -1.45 -0.23
H 1.24 -1.92 1.31
H 1.63 -2.44 0.95
```

=====

# 4
C29H45FP2Yb | ωB97M-V/def2-TZVPD

Values from the calculation:
DFT total energy ... -83620.114 eV
Highest occupied orbital energy (alpha / beta) ... -10.609 / -10.635 eV
Frontier orbital gap (alpha / beta) ... 7.91 / 7.97 eV
Total charge ... +1
Multiplicity ... 2
Lowest unoccupied orbital energy (alpha / beta) ... -2.7 / -2.7 eV

```
78
C29H45FP2Yb | the Open Molecules 2025 dataset | ωB97M-V/def2-TZVPD
Yb -0.10 0.24 0.21
C -0.92 -1.88 1.08
C 0.39 -2.19 0.60
C 0.61 -0.62 2.28
C -0.79 -0.91 2.13
C 1.33 -1.41 1.33
C -2.19 -2.45 0.57
H -2.10 -2.84 -0.45
H -3.01 -1.72 0.57
H -2.50 -3.29 1.22
C -1.89 -0.13 2.73
H -2.86 -0.31 2.24
H -1.74 0.96 2.73
H -1.98 -0.42 3.79
C 1.17 0.49 3.09
H 1.32 0.14 4.11
H 0.50 1.36 3.15
H 2.13 0.86 2.71
C 2.80 -1.41 1.13
H 3.27 -2.07 1.87
H 3.25 -0.42 1.25
H 3.09 -1.78 0.14
C 0.72 -3.22 -0.42
H 0.95 -4.18 0.07
H 1.59 -2.95 -1.03
H -0.11 -3.41 -1.11
C -1.78 1.50 -6.84
C -1.86 0.19 -6.83
C -1.05 -0.81 -7.63
C 0.30 -0.29 -8.18
C 1.23 0.20 -7.10
C 1.30 1.39 -6.55
C 0.49 2.63 -6.87
C -0.84 2.40 -7.60
H -1.63 -1.21 -8.47
H 0.13 0.44 -8.98
H -0.84 -1.67 -6.98
H -0.66 2.06 -8.63
H -2.52 2.08 -6.24
H -2.67 -0.30 -6.27
H -1.33 3.38 -7.68
H 0.28 3.14 -5.92
H 2.10 1.60 -5.81
H 1.09 3.34 -7.46
H 0.79 -1.16 -8.66
H 1.95 -0.58 -6.79
P -1.32 0.32 -2.11
C -2.91 1.21 -2.01
C -1.53 -1.11 -3.23
P 1.51 0.90 -1.79
C 0.02 1.44 -2.83
C 2.49 -0.28 -2.77
C 2.55 2.35 -1.41
H -2.86 1.99 -1.21
H -3.70 0.48 -1.72
H -3.10 1.67 -3.00
H -1.65 -0.73 -4.26
H -2.41 -1.69 -2.87
H -0.64 -1.77 -3.13
H 2.81 2.83 -2.37
H 3.45 1.98 -0.86
H 2.02 3.04 -0.73
H -0.23 2.49 -2.56
H 0.17 1.28 -3.91
H 3.43 -0.48 -2.22
H 2.65 0.17 -3.77
H 1.93 -1.25 -2.84
F -1.05 6.14 2.45
C -0.84 4.88 1.95
C 0.48 4.43 1.87
C 0.69 3.14 1.34
C -0.43 2.47 0.92
C -1.74 2.84 1.04
C -1.96 4.14 1.57
H 1.33 5.04 2.20
H 1.70 2.72 1.30
H -2.59 2.19 0.78
H -2.97 4.52 1.66
```

=====

# 5
C3H12BCl2N2O2P3 | ωB97M-V/def2-TZVPD

Values from the calculation:
DFT total energy ... -63967.314 eV
Highest occupied orbital energy ... -7.671 eV
Frontier orbital gap ... 7.59 eV
Total charge ... 0
Structure (SMILES) ... C/C(Cl)=C(/Cl)[PH]([PH2]=N)([PH2]=O)B(N)O
Lowest unoccupied orbital energy ... -0.1 eV

```
25
C3H12BCl2N2O2P3 | the Open Molecules 2025 dataset | ωB97M-V/def2-TZVPD
C 2.02 0.73 1.04
C 1.93 -0.77 1.03
Cl 3.33 -1.60 1.61
C 0.87 -1.43 0.57
Cl 0.77 -3.15 0.51
P -0.63 -0.58 -0.08
P -0.07 -1.04 -2.30
N -1.27 -0.42 -3.13
P -1.51 -0.34 2.06
O -2.99 -0.17 1.98
B -0.79 1.38 -0.55
N -0.11 1.79 -1.74
O -1.46 2.13 0.34
H 1.18 1.16 1.59
H 2.93 1.06 1.52
H 2.00 1.12 0.02
H -1.80 -1.32 -0.33
H 1.20 -0.52 -2.60
H 0.15 -2.43 -2.44
H -1.79 -1.10 -3.68
H -0.83 0.68 2.78
H -1.10 -1.49 2.78
H 0.26 2.74 -1.71
H -0.61 1.63 -2.61
H -1.07 2.97 0.60
```

=====

# 6
H2O3PS | ωB97M-V/def2-TZVPD

Values from the calculation:
DFT total energy ... -26296.677 eV
Highest occupied orbital energy ... -2.709 eV
Frontier orbital gap ... 3.79 eV
Total charge ... -1
Lowest unoccupied orbital energy ... 1.1 eV

```
7
H2O3PS | the Open Molecules 2025 dataset | ωB97M-V/def2-TZVPD
O 1.48 -2.11 2.94
O 2.91 -1.47 1.12
O 1.67 -3.64 0.98
P -0.64 0.07 -0.64
S 1.75 -2.23 1.51
H 0.82 -0.01 -0.28
H -0.92 -0.99 0.23
```